The following is a DFT calculation (wB97M-V/def2-TZVPD) of 8 unconnected molecules or ions with the total composition C28H35F7O26.

LUMO ... 0.177 eV
M ... 920.548 g mol⁻¹
HOMO-LUMO gap ... 10.16 eV
Strongest force on any atom ... 0.0154 hartree/bohr
Structure (SMILES) ... O=C1OC[C@@H](F)O1.O=C1OC[C@@H](F)O1.O=C1OC[C@@H](F)O1.O=C1OC[C@@H](F)O1.O=C1OC[C@@H](F)O1.O=C1OC[C@@H](F)O1.O=C1OC[C@@H](F)O1.CCCCOOC(=O)OCCO
2S+1 ... 1

Element x y z (Å)
O 3.441434 2.112556 2.435238
C 3.058895 3.141975 2.883678
O 3.572190 4.352921 2.585493
C 2.749387 5.359018 3.195265
C 2.090595 4.578258 4.313832
F 0.828403 5.002986 4.571210
O 2.044684 3.265456 3.779200
H 2.005651 5.702728 2.474980
H 3.354129 6.195460 3.531051
H 2.651664 4.563567 5.247166
O -1.524551 -3.692572 -2.362396
C -0.643930 -3.388190 -3.097541
O -0.751792 -3.305527 -4.441303
C 0.472551 -2.765552 -4.956786
C 1.452195 -3.096519 -3.850528
F 2.411238 -2.151141 -3.715821
O 0.618726 -3.081206 -2.703258
H 0.376064 -1.689659 -5.078606
H 0.718798 -3.225124 -5.909737
H 1.928819 -4.074728 -3.930479
O 3.836417 8.366780 4.546365
C 3.332364 8.125882 5.589754
O 3.228221 6.878172 6.117377
C 2.687869 6.991843 7.440973
C 1.985867 8.332491 7.377375
F 2.029698 8.992230 8.554737
O 2.757365 9.033701 6.415474
H 3.502809 7.012626 8.165005
H 2.023411 6.159243 7.654509
H 0.950490 8.287608 7.036214
O 1.253947 -0.329271 -10.350343
C 0.326355 -0.443038 -9.629766
O -0.906401 -0.870210 -10.000783
C -1.706423 -1.027696 -8.827649
C -1.005344 -0.113106 -7.845527
F -1.062690 -0.581829 -6.572844
O 0.333296 -0.154773 -8.292668
H -1.661667 -2.064595 -8.490296
H -2.736727 -0.749046 -9.027760
H -1.358416 0.918885 -7.852829
O 0.970472 -7.094243 -2.497943
C 0.042857 -7.234111 -1.774305
O -1.181666 -7.660751 -2.160952
C -1.997201 -7.807647 -0.995132
C -1.300526 -6.895393 -0.006942
F -1.379518 -7.359569 1.263433
O 0.046188 -6.954791 -0.443617
H -1.964969 -8.843404 -0.653888
H -3.021472 -7.517962 -1.209979
H -1.637081 -5.857637 -0.028442
O -5.388139 -2.973685 1.187306
C -6.026000 -3.533264 0.356368
O -5.594311 -4.580413 -0.374713
C -6.688077 -5.063778 -1.161648
C -7.593977 -3.850662 -1.218830
F -8.903569 -4.186143 -1.236131
O -7.291941 -3.194553 0.000212
H -7.178379 -5.886007 -0.638803
H -6.337349 -5.398990 -2.132964
H -7.394149 -3.168734 -2.046612
O 9.877889 2.658407 0.515648
C 8.904199 2.500873 1.167308
O 7.723392 2.026439 0.706918
C 6.845215 1.829978 1.821156
C 7.434986 2.769879 2.848529
F 7.300970 2.307199 4.117278
O 8.804836 2.787506 2.499540
H 6.907558 0.793568 2.155419
H 5.819243 2.069405 1.556121
H 7.042958 3.787695 2.807617
C -0.580968 -1.839401 0.998564
C 0.571846 -1.391508 0.104168
C 1.277378 -0.089339 0.527365
C 0.346558 1.019690 0.982120
O -0.602371 1.184664 -0.062523
O -1.682546 1.970068 0.504599
C -2.646433 2.029422 -0.476026
O -2.425092 2.299989 -1.619617
O -3.858302 1.778611 0.001365
C -3.985777 1.198800 1.318010
C -5.401742 0.646923 1.455789
O -5.826579 -0.043088 0.292215
H -0.243534 -2.198248 1.974713
H -1.307533 -1.042356 1.158288
H -1.111276 -2.666383 0.518016
H 0.184941 -1.240147 -0.905193
H 1.319741 -2.185143 0.056309
H 1.799703 0.292934 -0.359245
H 2.058398 -0.248438 1.274652
H 0.905847 1.942246 1.152981
H -0.176857 0.710124 1.893046
H -3.270765 0.382485 1.422072
H -3.798422 1.977904 2.057074
H -6.102910 1.466713 1.621532
H -5.403619 -0.036246 2.310032
H -5.547721 -0.960091 0.399768

Force components x, y, z for each atom (eV/Å):
O 0.029 -0.065 -0.044
C -0.078 0.078 -0.073
O -0.008 0.034 0.036
C 0.056 0.122 0.004
C -0.002 -0.037 -0.206
F 0.001 -0.030 -0.037
O 0.107 -0.037 0.199
H -0.072 -0.030 0.042
H 0.133 -0.090 -0.021
H -0.057 0.033 0.050
O -0.051 -0.053 0.079
C 0.014 0.091 -0.014
O 0.064 0.037 -0.006
C 0.063 -0.091 -0.100
C -0.044 0.091 0.054
F -0.056 0.031 0.040
O 0.018 -0.313 -0.072
H 0.066 0.068 0.056
H -0.115 -0.104 0.032
H 0.079 0.034 0.012
O 0.045 0.004 -0.026
C 0.030 0.007 0.048
O -0.070 0.016 0.144
C 0.006 -0.136 0.022
C 0.095 0.052 0.006
F 0.079 0.018 -0.016
O -0.173 -0.065 -0.103
H -0.025 0.083 0.042
H -0.004 -0.024 -0.154
H -0.035 0.045 0.081
O 0.058 -0.031 -0.002
C -0.057 -0.102 0.046
O -0.012 0.004 0.034
C -0.101 -0.030 -0.040
C 0.088 -0.062 0.006
F -0.003 -0.031 -0.058
O -0.064 0.194 -0.094
H 0.013 0.021 0.088
H 0.048 0.060 -0.128
H -0.020 0.002 0.125
O 0.032 -0.064 -0.001
C 0.008 0.138 -0.049
O -0.049 -0.068 0.064
C -0.087 -0.006 -0.055
C 0.081 -0.029 0.018
F 0.049 -0.053 -0.027
O -0.089 0.173 -0.059
H 0.018 0.018 0.082
H 0.053 0.074 -0.125
H -0.021 -0.001 0.087
O 0.038 0.075 -0.025
C -0.113 -0.073 0.040
O -0.007 -0.086 -0.005
C 0.027 -0.093 -0.076
C -0.040 -0.004 0.064
F 0.016 -0.026 0.085
O 0.156 0.112 -0.144
H -0.081 0.035 0.002
H 0.136 0.089 0.021
H -0.091 -0.007 -0.032
O 0.054 -0.031 0.008
C -0.043 -0.095 0.014
O -0.004 0.003 0.065
C -0.205 -0.002 -0.093
C 0.115 -0.084 0.003
F 0.044 -0.043 -0.012
O -0.078 0.207 -0.067
H 0.029 0.024 0.109
H 0.058 0.026 -0.138
H -0.048 -0.004 0.103
C 0.025 -0.266 -0.020
C -0.089 0.296 0.233
C 0.156 0.089 -0.767
C 0.006 -0.431 0.386
O 0.084 0.335 -0.075
O 0.073 -0.394 0.014
C 0.191 0.150 -0.754
O -0.158 -0.187 0.537
O -0.025 0.175 0.290
C -0.200 -0.205 -0.248
C 0.066 0.128 -0.386
O 0.136 -0.087 0.233
H 0.041 0.116 -0.003
H -0.011 0.004 -0.019
H 0.017 0.053 0.050
H 0.040 -0.104 0.066
H -0.036 0.007 -0.149
H 0.103 -0.096 0.122
H -0.245 0.047 0.181
H -0.145 0.049 0.049
H 0.017 0.225 -0.003
H 0.092 0.128 0.007
H 0.066 -0.161 0.162
H -0.035 -0.099 0.018
H -0.110 0.234 0.173
H -0.059 -0.004 -0.006

Mulliken atomic charge list, values in e, 4 entries:
1 O -0.474
2 C 0.635
3 O -0.358
4 C -0.337

***

The following is a DFT calculation (wB97M-V/def2-TZVPD) of 2 unconnected molecules or ions with the total composition C28H35N3O4 at a distorted geometry.

LUMO ... -0.832 eV
M ... 477.605 g mol⁻¹
HOMO-LUMO gap ... 6.10 eV
Strongest force on any atom ... 0.0555 hartree/bohr
ΔE to the lowest compared entry with this formula, charge and spin ... 506.7 kJ/mol
2S+1 ... 1

Element x y z (Å)
C -3.088941 2.344677 4.866995
O -1.889943 1.529244 4.725234
C -1.840685 0.547267 3.797187
C -0.633286 0.150853 3.262371
C -0.563241 -0.838955 2.245200
C 0.658103 -1.029069 1.565148
C 0.851186 -2.004795 0.550839
C -0.167752 -2.348776 -0.393586
C -0.003784 -3.338195 -1.343213
C 1.243135 -3.989242 -1.469317
N 1.416924 -4.997030 -2.409151
C 2.299375 -4.775935 -3.536424
C 0.409023 -6.034079 -2.545367
C 2.293553 -3.634200 -0.581427
C 2.084155 -2.718478 0.435107
C -1.719801 -1.624720 2.010115
C -2.947131 -1.281624 2.512789
O -4.058470 -1.987403 2.200672
C -5.266665 -1.298516 1.818427
C -3.067725 -0.100650 3.344070
O -4.215099 0.325648 3.660154
H -2.894073 2.859070 5.805156
H -3.149477 3.043094 4.016056
H -3.994724 1.720787 4.898541
H 0.275889 0.670170 3.570535
H 1.529843 -0.465121 1.927155
H -1.113517 -1.806408 -0.383743
H -0.818878 -3.597527 -2.027194
H 2.951111 -3.912998 -3.333708
H 2.923360 -5.662710 -3.701637
H 1.724409 -4.575522 -4.458508
H -0.111434 -6.132723 -1.584489
H -0.328110 -5.811730 -3.334034
H 0.896541 -6.991485 -2.782237
H 3.241876 -4.159620 -0.684641
H 2.864660 -2.501447 1.161690
H -1.685026 -2.480517 1.342470
H -5.963559 -2.120521 1.681938
H -5.597045 -0.604432 2.596564
H -5.116383 -0.750817 0.881224
C 3.974911 1.130983 -2.763362
C 2.512221 0.778334 -2.870042
N 1.639015 1.858738 -2.392727
C 1.280367 2.831686 -3.447114
C -0.077031 2.575135 -4.078725
C 1.372185 1.936316 -1.036541
C 0.288054 2.774268 -0.614179
N 0.198367 3.320151 0.646805
C 1.039231 2.971705 1.688954
C 0.915769 3.579897 2.925420
C -0.145492 4.435943 3.189750
C -0.968109 4.817184 2.121678
C -0.792954 4.274800 0.867121
O 2.059960 1.228602 -0.257016
H 4.558860 0.281707 -3.113914
H 4.208378 2.002047 -3.378669
H 4.230167 1.355995 -1.728325
H 2.232042 0.645788 -3.918502
H 2.281463 -0.138097 -2.313127
H 1.368254 3.869525 -3.086249
H 2.050027 2.684226 -4.222029
H -0.236926 3.333974 -4.851993
H -0.081818 1.586956 -4.547181
H -0.892843 2.615476 -3.350215
H -0.441945 3.139043 -1.347077
H 1.782196 2.223407 1.463220
H 1.679051 3.358943 3.667820
H -0.325967 4.812912 4.189062
H -1.756005 5.556867 2.256215
H -1.379819 4.541925 -0.006022

Force components x, y, z for each atom (eV/Å):
C 0.311 -0.237 0.101
O -0.187 -0.020 0.031
C 1.115 -0.173 -0.682
C -1.016 1.512 1.043
C 2.579 -0.525 -0.672
C -1.820 0.517 2.137
C 0.236 -1.661 -1.949
C 0.273 0.463 0.617
C 0.718 -0.271 -0.015
C -0.408 0.701 0.774
N 0.406 -0.577 -0.132
C 0.013 -0.029 0.120
C 0.097 0.378 0.046
C -0.601 -0.268 -0.299
C -0.643 0.914 -0.263
C -2.013 -0.526 -0.379
C 1.101 0.129 -0.884
O 0.149 -0.212 0.127
C 0.032 -0.142 0.184
C -2.268 0.865 0.631
O 1.933 -0.963 -0.310
H -0.182 0.254 -0.119
H 0.006 -0.128 0.319
H 0.642 0.671 0.236
H -0.271 -0.083 -0.102
H -0.432 -0.207 -0.290
H 0.412 -0.006 -0.066
H 0.329 0.151 0.261
H -0.222 -0.334 -0.092
H -0.008 0.141 -0.117
H 0.163 0.015 0.123
H 0.071 -0.071 -0.311
H 0.027 -0.100 0.070
H -0.134 0.218 0.020
H -0.180 0.111 0.115
H -0.023 -0.057 -0.212
H 0.015 0.106 0.364
H -0.181 0.154 -0.177
H -0.016 -0.437 -0.387
H 0.030 -0.127 0.028
C 0.148 -0.051 0.039
C -0.648 0.254 0.330
N -0.135 0.120 -0.348
C 0.279 -0.329 0.645
C 0.031 0.101 -0.118
C 0.345 -0.544 0.189
C 0.054 0.319 -0.748
N -0.402 -0.057 0.067
C -0.351 0.642 -0.179
C -0.329 -0.049 -0.240
C 0.109 0.236 -0.143
C -0.044 -0.278 -0.128
C 0.756 -0.395 0.583
O -0.368 0.486 -0.384
H 0.262 0.032 -0.003
H 0.062 -0.014 -0.020
H 0.020 -0.088 -0.042
H 0.077 -0.350 0.048
H 0.070 0.202 -0.114
H -0.063 -0.382 0.057
H -0.228 0.361 0.224
H -0.198 -0.156 0.037
H -0.104 0.085 0.033
H 0.128 0.028 -0.156
H 0.480 -0.062 0.583
H -0.046 0.074 -0.209
H -0.353 -0.131 -0.002
H 0.116 0.104 -0.133
H 0.143 -0.250 -0.002
H 0.137 -0.059 0.250

Mulliken atomic charge list, values in e, 4 entries:
1 C -0.672
2 O -0.506
3 C -0.395
4 C -0.736

***

The following is a DFT calculation (wB97M-V/def2-TZVPD) of C28H35N5O4S2 in the gas phase at a distorted geometry.

LUMO ... 0.175 eV
M ... 569.753 g mol⁻¹
HOMO-LUMO gap ... 8.64 eV
Strongest force on any atom ... 0.0229 hartree/bohr
Structure (SMILES) ... O=C(CSc1nnc(-c2cccc(S(=O)(=O)N3CCOCC3)c2)n1C1CCCCCC1)NCc1ccccc1
ΔE to the lowest compared entry with this formula, charge and spin ... 0.0 kJ/mol
2S+1 ... 1

Element x y z (Å)
O -6.209827 0.032833 -1.246159
C -5.731920 0.216444 -0.146978
C -5.586731 -0.913297 0.870077
S -3.984447 -1.744153 0.605048
C -2.906644 -0.538544 1.234879
N -3.279384 0.480386 1.974021
N -2.193626 1.206383 2.244654
C -1.162442 0.639855 1.671429
C 0.159939 1.238068 1.696051
C 0.546038 1.959924 2.827704
C 1.749533 2.640454 2.856090
C 2.590597 2.615543 1.752636
C 2.199944 1.903624 0.635672
S 3.265421 1.826609 -0.803462
O 2.479166 1.397432 -1.922276
O 4.028930 3.031605 -0.899089
N 4.337770 0.592806 -0.468561
C 5.313386 0.849547 0.565465
C 6.400704 -0.224133 0.469555
O 5.843164 -1.513682 0.582573
C 4.900133 -1.751730 -0.435366
C 3.763460 -0.727493 -0.377015
C 1.005936 1.215768 0.589149
N -1.560767 -0.500938 1.015976
C -0.749021 -1.485269 0.325149
C -1.003312 -2.884542 0.899487
C 0.232540 -3.787243 0.877823
C 1.081190 -3.710218 -0.396276
C 0.289199 -3.545509 -1.695352
C 0.008669 -2.084368 -2.046728
C -1.048435 -1.412273 -1.176608
N -5.289509 1.402027 0.310419
C -5.065420 2.526080 -0.581753
C -3.620745 2.553860 -1.016383
C -3.217737 1.839272 -2.137493
C -1.886354 1.825762 -2.517468
C -0.940707 2.517285 -1.776254
C -1.335977 3.216489 -0.647302
C -2.667391 3.233244 -0.268228
H -5.622368 -0.569666 1.901271
H -6.332381 -1.683882 0.680585
H -0.127118 1.992316 3.669786
H 2.029495 3.201810 3.734190
H 3.519137 3.163229 1.730932
H 5.722698 1.843502 0.389252
H 4.849712 0.807347 1.564281
H 7.114475 -0.127021 1.288697
H 6.922549 -0.123827 -0.492461
H 4.521959 -2.762432 -0.272576
H 5.384968 -1.691283 -1.419973
H 3.087198 -0.844491 -1.223646
H 3.209050 -0.850520 0.569007
H 0.734674 0.737695 -0.337135
H 0.290916 -1.207778 0.518382
H -1.815241 -3.353906 0.343423
H -1.337888 -2.793719 1.936079
H -0.111578 -4.813420 1.018868
H 0.874226 -3.543060 1.727921
H 1.672642 -4.626656 -0.451350
H 1.791004 -2.883820 -0.319006
H -0.646053 -4.103283 -1.640367
H 0.876355 -3.973617 -2.510574
H -0.336844 -2.032124 -3.081017
H 0.941057 -1.516084 -1.990458
H -2.021234 -1.872814 -1.360444
H -1.124013 -0.361492 -1.470422
H -4.756745 1.406140 1.178051
H -5.329754 3.445405 -0.053289
H -5.724641 2.390365 -1.442021
H -3.953478 1.294188 -2.710796
H -1.584334 1.280795 -3.400324
H 0.097840 2.504880 -2.075061
H -0.603804 3.752470 -0.060564
H -2.967783 3.776880 0.615637

Force components x, y, z for each atom (eV/Å):
O -0.105 -0.172 -0.459
C -0.138 -0.077 0.548
C 0.388 0.074 -0.135
S -0.350 -0.426 -0.139
C 0.021 0.162 0.142
N -0.441 -0.760 0.007
N 0.944 0.660 0.252
C -0.512 -0.143 0.052
C 0.553 0.115 -0.027
C -0.048 -0.116 -0.132
C 0.081 0.016 -0.078
C 0.056 0.131 0.093
C 0.436 -0.025 -0.617
S 0.227 -0.228 0.071
O -0.176 -0.209 0.157
O 0.062 0.036 0.351
N -0.524 0.775 -0.431
C 0.514 0.044 0.324
C -0.091 0.328 0.019
O 0.037 -0.127 0.172
C -0.300 0.108 -0.124
C -0.105 -0.620 -0.066
C -0.188 -0.067 0.132
N -0.493 0.634 0.434
C 0.017 -0.381 -0.347
C 0.255 -0.017 0.155
C 0.011 0.077 -0.086
C -0.163 -0.219 0.005
C 0.330 0.157 -0.070
C -0.304 -0.162 0.057
C 0.404 0.124 -0.079
N -0.103 0.447 0.177
C -0.051 -0.097 -0.100
C -0.072 0.081 0.000
C -0.005 0.005 -0.036
C 0.019 0.034 -0.073
C 0.041 0.012 -0.034
C 0.049 0.056 0.010
C -0.052 0.017 -0.103
H -0.099 -0.023 -0.004
H 0.043 0.082 -0.002
H -0.055 0.000 0.091
H 0.026 0.049 0.070
H 0.102 0.099 0.077
H 0.138 -0.051 0.144
H 0.070 0.009 -0.047
H -0.033 0.084 -0.093
H 0.005 0.017 0.074
H -0.038 0.088 -0.091
H -0.046 -0.042 0.040
H -0.023 -0.214 0.068
H 0.009 -0.041 -0.078
H -0.157 -0.113 -0.088
H -0.092 -0.007 0.002
H -0.014 -0.017 0.006
H -0.056 -0.009 -0.048
H 0.053 -0.029 0.059
H -0.040 -0.053 0.067
H 0.093 0.062 0.020
H 0.092 0.036 0.003
H -0.091 -0.117 -0.071
H -0.074 -0.071 -0.016
H 0.061 0.076 -0.035
H 0.072 0.034 -0.047
H -0.031 0.066 -0.005
H -0.066 -0.082 0.065
H -0.162 -0.194 -0.167
H -0.007 -0.038 -0.115
H 0.051 0.129 0.121
H -0.106 -0.055 -0.066
H 0.028 -0.053 -0.087
H 0.086 0.009 -0.042
H 0.072 0.058 0.060
H -0.039 0.067 0.109

Mulliken atomic charge list, values in e, 4 entries:
1 O -0.667
2 C 0.571
3 C -0.777
4 S -0.130

***

For each record above, in turn, the calculated HOMO values are -9.986; -6.935; -8.469 eV.